(1)
Formula: C3H6NOP
Source: the OMol25 dataset
Level of theory: the ωB97M-V functional and the def2-TZVPD basis

Each line ends with the natural charge from an NBO analysis.
CARTESIAN COORDINATES (ANGSTROEM)
H1 1.366 -0.636 -2.953  0.45
N1 0.857 0.146 -2.613  -0.69
H2 -2.695 -0.153 0.096  -0.05
H3 1.566 -0.632 1.699  0.24
C1 0.333 0.962 -1.977  0.24
H4 0.837 0.980 1.496  0.24
C2 -0.152 -0.686 0.517  0.43
P1 -1.420 0.344 -0.629  0.21
H5 -1.394 1.526 0.128  -0.03
C3 0.605 -0.052 1.638  -0.74
O1 0.105 -1.762 0.061  -0.55
H6 -0.009 -0.038 2.538  0.25

Results
- relative energy (zero: lowest compared OMol25 entry of this formula, charge and spin) (kcal per mole) = 66.2
- charge = 0
- largest force on an atom (hartree/bohr) = 0.0727
- frontier orbital gap (eV) = 9.19
- lowest unoccupied orbital energy (eV) = 0.6377

---

(2)
Formula: C23H32Br6F5N2O5P2S
Source: the OMol25 dataset
Level of theory: the ωB97M-V functional and the def2-TZVPD basis

Each line ends with the Löwdin charge.
CARTESIAN COORDINATES (ANGSTROEM)
C1 -0.622 0.103 -4.606  -0.30
C2 5.047 1.968 1.561  0.03
C3 0.688 -2.410 -8.238  -0.67
Br1 -5.794 -1.267 3.943  0.70
C4 2.793 0.538 1.565  0.05
H1 1.599 -1.307 -6.588  0.04
F1 3.890 -0.710 4.071  0.05
H2 0.504 0.008 -4.330  0.10
H3 2.647 -1.553 -8.003  0.06
C5 8.284 -1.760 4.074  -0.70
H4 -5.726 -0.139 1.907  -0.05
H5 -2.501 -1.907 -0.962  0.10
Br2 10.813 -2.122 5.369  0.61
C6 -1.517 0.052 -0.154  -0.02
N1 -0.809 1.457 -5.215  -0.03
H6 5.587 2.896 -0.565  0.10
C7 1.267 0.175 -0.615  -0.32
Br3 -7.562 -4.452 4.550  0.63
O1 -5.609 0.309 1.014  -0.22
O2 -5.386 3.222 0.637  -0.22
F2 1.359 0.578 -2.011  0.00
C8 -1.297 2.808 1.165  0.03
H7 1.073 -3.413 -8.046  0.06
C9 4.164 0.694 3.906  -0.35
H8 9.331 -0.134 5.088  0.05
F3 5.479 0.913 4.418  0.06
C10 -8.158 -2.619 4.836  -0.69
C11 3.592 1.709 -0.768  0.03
H9 -2.575 -0.067 -3.470  0.13
O3 -3.876 -1.752 1.110  -0.17
H10 2.038 -0.108 2.145  0.13
C12 -7.682 -1.710 3.730  -0.64
H11 -2.893 4.532 2.835  0.07
H12 -1.214 1.038 -2.676  0.10
Br4 -1.047 -2.355 -7.352  0.66
H13 -9.248 -2.673 4.847  0.06
P1 -4.207 -0.245 0.322  0.64
H14 8.605 -1.352 6.161  0.06
H15 7.254 -1.404 4.133  0.04
C13 9.107 -1.195 5.205  -0.70
C14 0.001 2.192 0.581  0.10
H16 -0.195 2.088 -4.656  0.07
S1 -4.768 2.222 3.471  0.31
H17 -3.132 -1.541 1.731  0.09
H18 5.971 2.382 2.083  0.11
C15 4.837 2.258 0.028  -0.01
O4 -4.499 -0.443 -1.187  -0.27
H19 3.420 1.903 -1.877  0.11
H20 -7.805 -2.320 5.823  0.06
Br5 8.936 -1.137 2.345  0.59
H21 0.132 -1.495 -2.542  0.11
H22 -0.871 -0.766 -5.304  0.02
H23 -8.205 -0.753 3.767  0.07
C16 -1.468 0.060 -3.209  -0.18
C17 4.033 1.082 2.357  -0.04
H24 -1.510 -2.157 -3.007  0.14
O5 -3.634 4.576 2.184  -0.25
H25 -1.236 3.849 1.656  0.12
C18 -2.655 2.021 1.048  -0.19
F4 1.455 -1.223 -0.422  0.04
H26 0.504 -2.295 -9.306  0.06
C19 -0.106 0.771 -0.072  0.04
H27 8.286 -2.849 4.040  0.05
F5 3.192 1.418 4.672  0.06
C20 -1.509 -1.357 -0.895  -0.13
H28 -7.798 -2.143 2.736  0.06
C21 -1.002 -1.276 -2.452  -0.17
Br6 1.189 0.409 -8.354  0.64
C22 1.623 -1.367 -7.676  -0.68
H29 0.946 2.817 0.659  0.13
H30 -6.206 2.799 1.001  0.08
P2 -4.119 2.966 1.769  0.38
H31 -0.426 1.489 -6.172  0.01
N2 -2.723 0.683 0.425  -0.06
C23 2.583 0.843 0.063  -0.10
H32 -0.827 -2.050 -0.259  0.14

Results
- charge = +1
- largest force on an atom (hartree/bohr) = 0.1532
- frontier orbital gap (eV) = 5.46
- lowest unoccupied orbital energy (eV) = -5.6832

---

(3)
Formula: C3H19NO7
Source: the OMol25 dataset
Level of theory: the ωB97M-V functional and the def2-TZVPD basis

Each line ends with the natural charge from an NBO analysis.
CARTESIAN COORDINATES (ANGSTROEM)
C1 1.408 -0.186 0.545  0.70
H1 -1.625 -0.820 -2.993  0.50
O1 0.958 0.956 0.403  -0.69
H2 -1.245 1.509 3.355  0.48
H3 -2.164 2.640 3.670  0.46
H4 -0.606 1.259 1.154  0.51
H5 2.336 -3.069 -0.688  0.21
H6 -2.246 -1.928 -2.036  0.47
H7 -1.955 -0.950 1.713  0.47
O2 -1.558 1.401 1.406  -1.02
H8 1.852 2.192 -3.522  0.47
H9 -1.887 2.283 1.131  0.48
H10 -1.275 0.703 -1.955  0.49
O3 -1.825 -1.122 2.648  -0.95
H11 0.818 -2.651 0.022  0.21
O4 1.432 2.652 -2.807  -0.94
H12 1.514 -1.692 2.036  0.41
H13 -2.251 -0.375 3.072  0.48
O5 -2.450 -1.206 -2.650  -0.98
H14 1.443 -0.312 -1.435  0.26
H15 1.108 -0.133 2.516  0.41
N1 1.392 -0.739 1.774  -0.80
H16 0.971 -2.541 -1.718  0.23
H17 -0.340 1.462 -2.879  0.50
C2 1.962 -0.905 -0.670  -0.53
H18 1.796 2.201 -2.045  0.48
O6 -1.592 2.005 4.119  -0.96
O7 -0.506 0.563 -2.559  -0.98
H19 3.030 -0.827 -0.829  0.24
C3 1.508 -2.369 -0.780  -0.62

Results
- relative energy (zero: lowest compared OMol25 entry of this formula, charge and spin) (kcal per mole) = 7.1
- charge = 0
- largest force on an atom (hartree/bohr) = 0.0293
- frontier orbital gap (eV) = 10.98
- lowest unoccupied orbital energy (eV) = 0.3194
- SMILES = CCC(N)=O.O.O.O.O.O.O